{
  "formula": "C31H52N7O2PSc",
  "method": "wB97M-V/def2-TZVPD",
  "species": ["Sc", "C", "C", "C", "C", "C", "C", "C", "C", "C", "C", "H", "H", "H", "H", "H", "H", "H", "H", "H", "H", "H", "H", "H", "H", "H", "C", "C", "N", "C", "C", "C", "O", "C", "C", "C", "C", "N", "C", "H", "H", "H", "H", "H", "H", "H", "H", "H", "H", "H", "H", "H", "H", "N", "C", "H", "C", "N", "C", "C", "C", "O", "H", "H", "H", "H", "H", "H", "H", "H", "H", "C", "N", "C", "N", "C", "N", "C", "P", "C", "C", "H", "H", "H", "H", "H", "H", "H", "H", "H", "H", "H", "H", "H"],
  "positions_angstrom": [[0.36660, -0.87733, -0.75413], [-0.95809, -2.71587, -1.84702], [-0.96769, -1.63278, -2.77401], [0.37519, -1.35383, -3.13213], [1.21189, -2.26514, -2.43752], [0.38314, -3.10686, -1.64579], [0.81718, -4.36158, -0.94732], [2.67553, -2.47414, -2.69079], [0.83070, -0.47590, -4.26050], [-2.19460, -1.09078, -3.44791], [-2.15236, -3.48838, -1.37719], [0.21180, -4.58158, -0.06788], [1.86379, -4.33427, -0.64487], [0.71134, -5.20510, -1.63341], [3.21899, -2.77067, -1.79179], [3.14995, -1.58006, -3.09724], [2.81949, -3.27094, -3.42351], [1.76272, 0.04793, -4.04477], [0.08101, 0.26398, -4.53743], [1.01440, -1.08349, -5.14925], [-2.86413, -0.54168, -2.78109], [-2.77839, -1.91427, -3.86177], [-1.93746, -0.44074, -4.28312], [-2.09995, -3.74373, -0.31744], [-2.21231, -4.42918, -1.92880], [-3.08401, -2.95473, -1.55910], [-4.29812, -0.79513, 5.68583], [-2.91731, -0.85786, 6.31742], [-1.82538, -0.82298, 5.32765], [-1.06512, 0.40974, 5.17296], [-1.80705, 1.49634, 4.40620], [-1.56888, -1.96638, 4.66965], [-2.15641, -3.01705, 4.85216], [-0.47523, -2.01297, 3.62193], [0.57252, -2.91194, 3.80685], [1.49188, -3.10491, 2.78967], [1.29676, -2.43744, 1.59668], [0.27100, -1.60037, 1.38666], [-0.58156, -1.37851, 2.40299], [-5.05791, -0.79149, 6.46639], [-4.47024, -1.66551, 5.05413], [-4.42647, 0.11097, 5.09138], [-2.80999, -1.77554, 6.89377], [-2.75546, -0.01626, 6.99074], [-0.10782, 0.17961, 4.70482], [-0.83112, 0.77596, 6.17418], [-2.12090, 1.14659, 3.41835], [-1.17032, 2.37423, 4.28756], [-2.70401, 1.81018, 4.93910], [0.64320, -3.46260, 4.73644], [2.32093, -3.78919, 2.90306], [1.95987, -2.60308, 0.75659], [-1.39783, -0.69553, 2.21110], [-3.02747, -0.63572, -0.03760], [-1.90511, -0.53672, -0.28480], [-4.00603, -0.77706, 0.14987], [5.87868, 0.18023, -0.58695], [4.49737, -0.14256, -0.19459], [4.32327, -0.95508, 1.00942], [3.46012, 0.20998, -0.91455], [3.65657, 1.03182, -2.15180], [2.27347, -0.12329, -0.57382], [6.46794, 0.31360, 0.31551], [5.91644, 1.10278, -1.15522], [6.30567, -0.63258, -1.17406], [5.23257, -0.89618, 1.59930], [4.15035, -1.99789, 0.74121], [3.48931, -0.57928, 1.59538], [4.39612, 0.58774, -2.81760], [4.00772, 2.03226, -1.89194], [2.70741, 1.10328, -2.67316], [-0.34821, 4.88799, -2.99308], [-1.56727, 3.95122, -3.12953], [-2.54541, 4.28023, -1.98274], [-1.89370, 4.16540, -0.72711], [-0.73763, 5.05933, -0.66039], [0.23623, 4.75259, -1.70737], [0.90231, 3.46935, -1.50711], [-0.29579, 2.04477, -1.52735], [-1.15451, 2.50606, -3.11030], [-1.55799, 2.78858, -0.37810], [-0.72902, 5.89715, -3.14722], [0.34466, 4.62601, -3.79177], [-2.02991, 4.14819, -4.02007], [-3.38613, 3.59402, -2.07662], [-2.87857, 5.30240, -2.15984], [-0.26342, 4.96617, 0.31465], [-1.07701, 6.08791, -0.78191], [1.42846, 3.47870, -0.55086], [1.65016, 3.32537, -2.28750], [-2.04736, 1.89353, -3.24486], [-0.49378, 2.33518, -3.96032], [-1.17228, 2.75947, 0.64325], [-2.46189, 2.17737, -0.39695]],
  "charge": 3,
  "lumo_ev": -7.884,
  "energy_ev": -77485.369,
  "de_lowest_kj_mol": 0.0,
  "homo_lumo_gap_ha": 0.2790,
  "e_homo_ev": -15.475,
  "spin_multiplicity": 1
}